(one)
The following is a DFT calculation (ωB97M-V with the def2-TZVPD basis set) of a cluster of 2 separate species, C4H9N2O2 in total.

Positions of all 17 atoms, in Å:
O: -0.53 -0.94 -1.61
C: 0.28 -1.01 -0.67
N: 0.38 -2.11 0.09
C: -2.86 0.34 0.38
O: -4.04 0.59 0.22
C: 1.34 0.08 -0.27
C: 0.70 1.47 -0.29
N: 1.96 -0.15 1.03
H: -0.03 -2.87 -0.51
H: -2.41 -0.65 0.01
H: -2.14 1.14 0.63
H: 2.21 0.01 -1.04
H: 0.16 1.71 -1.27
H: 1.47 2.28 -0.03
H: -0.08 1.38 0.55
H: 2.23 -1.13 0.96
H: 1.36 -0.15 1.82

Computed properties:
**E_HOMO**: -0.131 Eh
**LUMO**: 3.870 eV
**Charge**: -1
**Kohn-Sham gap**: 7.4 eV

---

(two)
The following is a DFT calculation (ωB97M-V with the def2-TZVPD basis set) of the ion C4H9N2O2 with charge -1.

Positions of all 17 atoms, in Å:
C: 1.53 0.80 -1.09
O: 1.98 1.38 0.14
C: 0.59 -0.44 -1.00
C: -0.75 -0.04 -0.34
C: -1.20 -0.53 1.01
N: -2.38 0.14 1.35
O: -0.12 -0.34 2.10
N: 0.32 -0.97 -2.32
H: 0.90 1.50 -1.54
H: 2.30 0.63 -1.85
H: 1.41 -1.15 -0.51
H: -0.87 1.06 -0.27
H: -1.62 -0.24 -0.96
H: -1.32 -1.58 0.88
H: -2.93 -0.40 2.04
H: 0.84 -1.75 -2.58
H: -0.17 0.66 2.17

Computed properties:
**E_HOMO**: -0.111 Eh
**LUMO**: 0.698 eV
**Charge**: -1
**Kohn-Sham gap**: 3.7 eV

---

(three)
The following is a DFT calculation (ωB97M-V with the def2-TZVPD basis set) of the ion C4H9N2O2 with charge -1.

Positions of all 17 atoms, in Å:
N: 0.24 1.18 -2.70
C: 0.03 1.10 -1.20
C: 1.21 0.41 -0.45
N: 0.82 -0.24 0.70
C: -0.44 -0.14 1.35
C: -1.05 -1.60 1.69
O: -2.33 -1.49 1.74
O: 2.29 0.57 -0.98
H: 0.21 0.19 -2.93
H: 1.19 1.44 -2.90
H: 0.09 2.16 -0.83
H: -0.91 0.58 -0.92
H: 1.52 -0.93 1.05
H: -1.35 0.24 0.68
H: -0.33 0.50 2.27
H: -0.61 -2.09 0.81
H: -0.58 -1.88 2.61

Computed properties:
**E_HOMO**: -0.100 Eh
**LUMO**: 3.741 eV
**Charge**: -1
**Kohn-Sham gap**: 6.5 eV

---

Stability order, top to bottom: (one), (three), (two)